Entry 1:
Entry from the OMol25 dataset: a 2-piece molecular cluster, C2H8S3 overall at a distorted geometry (ωB97M-V/def2-TZVPD).

Summary:
E_LUMO, eV: -0.001
Max |F|, eV/A: 4.43
HOMO, eV: -9.128
ΔE to the lowest compared entry with this formula, charge and spin, kcal per mole: 36.1
Orbital gap, eV: 9.127

Atoms and positions in Å:
1 C -0.9404 1.1703 -0.5402
2 S -2.1109 0.8615 -1.8901
3 S -0.5566 -0.2076 -3.0154
4 H 0.1366 1.1578 -0.5780
5 H -1.3495 0.8037 0.4561
6 H -1.1041 2.3047 -0.6818
7 H -0.9567 -1.4461 -2.6791
8 C 1.2396 -0.4248 1.8452
9 S 1.8618 -1.7532 0.7329
10 H 1.0118 0.4949 1.1834
11 H 0.2959 -0.6923 2.3133
12 H 1.9215 -0.3599 2.6247
13 H 0.5511 -1.9091 0.2291

Force components x, y, z for each atom (eV/Å):
-2.29 3.49 1.49
2.54 -2.12 -1.22
-1.58 0.32 0.14
0.14 -1.06 -0.84
0.64 0.52 -1.29
0.42 -1.17 1.68
0.07 0.04 -0.05
-1.65 0.62 -2.57
-2.26 0.16 -0.20
0.93 -1.21 1.64
-0.08 -0.32 -0.14
1.45 0.90 1.16
1.68 -0.16 0.21

=====

Entry 2:
Entry from the OMol25 dataset: C20H26AgN2O3Si as an isolated structure at a distorted geometry (ωB97M-V/def2-TZVPD).

Summary:
E_LUMO, eV: 2.938
Max |F|, eV/A: 3.84
HOMO, eV: -4.218
Total charge: -1
Orbital gap, eV: 7.156

Atoms and positions in Å:
1 Ag 0.6404 0.5667 -2.2537
2 C 2.2665 -3.6001 -1.6555
3 C 1.8338 -2.3318 -2.3465
4 N 0.6017 -2.0031 -2.6269
5 O -0.3954 -2.7125 -1.8584
6 C 2.8073 -1.4248 -2.8999
7 C 4.0834 -1.8615 -3.6660
8 N 2.5086 -0.1368 -2.8198
9 O 3.3962 0.6540 -3.3242
10 H 1.4787 -4.0862 -1.0774
11 H 3.0128 -3.4335 -1.0039
12 H 2.5555 -4.3866 -2.4025
13 H -0.9989 -1.9870 -1.7829
14 H 4.0100 -1.3841 -4.6398
15 H 4.1631 -2.9148 -3.8088
16 H 4.9939 -1.4590 -3.2888
17 C -2.4600 -0.4096 2.7368
18 C -2.5697 -0.4672 1.1936
19 C -2.7207 -1.9386 0.7359
20 C -3.8320 0.3025 0.7243
21 Si -1.2891 0.5232 0.2314
22 O -1.3286 0.4178 -1.3158
23 C -1.4089 2.3717 0.7375
24 C -1.8260 3.2989 -0.2435
25 C -2.0632 4.6518 0.1153
26 C -1.7479 5.0394 1.3948
27 C -1.3487 4.1867 2.4048
28 C -1.1820 2.8298 2.0617
29 C 0.4783 0.0851 0.8397
30 C 0.9461 -1.2063 1.0099
31 C 2.2976 -1.4952 1.2227
32 C 3.2507 -0.4772 1.1917
33 C 2.8157 0.8141 1.0401
34 C 1.4565 1.0881 0.9477
35 H -3.3526 -0.7675 3.3003
36 H -2.4457 0.6399 3.1864
37 H -1.5820 -1.0115 3.0835
38 H -3.6560 -2.3283 1.1920
39 H -1.9315 -2.6061 0.9591
40 H -2.8838 -2.0110 -0.3517
41 H -4.7496 -0.2360 0.9914
42 H -3.8084 0.3589 -0.3701
43 H -3.8816 1.3729 1.1092
44 H -2.0442 2.8752 -1.2138
45 H -2.2996 5.3928 -0.6246
46 H -1.8484 6.0696 1.6868
47 H -1.0010 4.5483 3.3561
48 H -0.8090 2.1304 2.7926
49 H 0.2953 -2.0621 0.8597
50 H 2.4643 -2.5382 1.3634
51 H 4.3012 -0.6949 1.3199
52 H 3.6478 1.6274 0.9387
53 H 1.1590 2.1267 0.8476

Force components x, y, z for each atom (eV/Å):
-0.94 -0.13 0.49
-2.78 -1.37 -2.26
-1.47 -0.67 -0.77
0.65 -0.60 1.00
1.41 -0.49 -0.53
0.95 0.13 -0.37
-1.85 1.07 0.25
2.26 -0.36 -0.91
-0.44 0.25 0.09
-0.33 0.37 -0.15
2.98 0.66 2.03
0.04 0.84 0.44
-1.07 0.78 0.22
-0.11 0.03 -0.33
-0.08 -0.87 0.12
0.68 0.30 0.76
0.10 0.71 0.96
-0.84 0.19 0.43
-1.69 0.89 -0.52
-0.23 0.66 0.17
1.84 0.73 2.08
-0.34 -0.34 -1.89
-0.59 0.33 0.44
-0.44 0.19 1.34
1.08 -1.67 -0.57
-0.44 1.05 0.86
0.69 -1.86 -1.08
-0.12 0.70 -0.73
0.13 0.54 0.30
0.46 -0.52 -0.30
-0.90 0.63 -0.17
-0.21 -1.22 0.37
1.53 1.79 -0.19
0.05 0.48 -0.52
0.22 -0.50 -0.80
0.63 -1.08 -0.96
-0.59 0.68 -0.11
0.43 -0.01 -0.08
1.03 -0.48 0.51
0.09 0.20 0.23
-0.01 0.11 0.17
-0.16 0.09 0.03
0.08 -1.39 -0.31
0.08 0.32 -0.29
-0.34 0.16 -0.22
-0.06 0.50 -0.20
-0.27 0.16 0.31
0.04 -0.12 0.20
-0.17 0.07 0.19
0.90 -0.55 0.09
0.09 -0.06 -0.11
-1.93 -1.30 0.34
-0.01 -0.02 -0.04

=====

Entry 3:
Entry from the OMol25 dataset: a single C26H26N6O2 molecule at a distorted geometry (ωB97M-V/def2-TZVPD).

Summary:
E_LUMO, eV: 0.290
Max |F|, eV/A: 1.50
HOMO, eV: -7.986
ΔE to the lowest compared entry with this formula, charge and spin, kcal per mole: 13.8
Orbital gap, eV: 8.276

Atoms and positions in Å:
1 C -6.1409 -1.3725 -0.2949
2 C -6.0488 -0.0337 -1.0300
3 C -4.8855 0.7590 -0.5087
4 C -5.0258 1.5371 0.6455
5 C -3.9596 2.2175 1.1838
6 C -2.7038 2.1330 0.5810
7 N -1.6190 2.7861 1.0938
8 C -0.3288 2.6861 0.6331
9 O 0.5765 3.2852 1.1880
10 C -0.1644 1.8391 -0.5491
11 C 1.2439 1.6123 -1.0143
12 N 1.6850 0.2613 -0.6641
13 C 3.0232 -0.0389 -1.1729
14 C 4.1291 0.7874 -0.5650
15 C 4.4692 2.0214 -1.1070
16 C 5.4396 2.8095 -0.5145
17 C 6.0879 2.3718 0.6273
18 C 5.7683 1.1377 1.1664
19 C 4.7959 0.3524 0.5737
20 C 1.5381 -0.0016 0.7634
21 C 0.1440 -0.4120 1.0704
22 N -0.6498 0.0377 2.0155
23 N -1.7905 -0.6328 1.9025
24 N -1.7436 -1.4678 0.9524
25 N -0.5348 -1.3715 0.3923
26 C -0.1002 -2.2087 -0.6966
27 C 0.7099 -3.3551 -0.1847
28 C 0.3403 -4.5438 0.3722
29 C 1.5420 -5.2098 0.7161
30 C 2.5497 -4.3753 0.3480
31 O 2.0583 -3.2483 -0.1942
32 C -1.2308 1.2476 -1.1308
33 C -2.5438 1.3604 -0.5845
34 C -3.6487 0.6832 -1.1109
35 H -5.2187 -1.9347 -0.4207
36 H -6.9694 -1.9631 -0.6793
37 H -6.2916 -1.2091 0.7692
38 H -5.9259 -0.2152 -2.0996
39 H -6.9757 0.5245 -0.8827
40 H -5.9924 1.5975 1.1236
41 H -4.0781 2.8073 2.0806
42 H -1.7357 3.3091 1.9537
43 H 1.8815 2.3798 -0.5516
44 H 1.3004 1.6993 -2.1036
45 H 3.2042 -1.1019 -0.9885
46 H 2.9917 0.1209 -2.2551
47 H 3.9770 2.3649 -2.0060
48 H 5.6896 3.7678 -0.9455
49 H 6.8435 2.9874 1.0921
50 H 6.2775 0.7851 2.0515
51 H 4.5614 -0.6145 0.9972
52 H 2.1962 -0.8314 1.0363
53 H 1.7914 0.8643 1.3895
54 H -1.0003 -2.5743 -1.1950
55 H 0.5068 -1.5940 -1.3671
56 H -0.6600 -4.8958 0.5184
57 H 1.6358 -6.1731 1.1727
58 H 3.6160 -4.4636 0.4126
59 H -1.0937 0.6264 -2.0068
60 H -3.5137 0.0824 -1.9993

Force components x, y, z for each atom (eV/Å):
-0.12 0.10 -0.18
0.06 -0.19 0.15
-0.03 0.02 -0.25
0.22 0.04 -0.03
0.02 0.01 0.01
-0.29 -0.38 -0.53
0.07 0.33 0.26
-0.36 0.14 0.02
0.27 0.04 0.13
-0.10 0.01 -0.42
0.01 0.10 -0.03
0.04 0.02 -0.08
0.00 -0.07 0.01
0.00 -0.03 -0.08
0.04 -0.05 0.01
0.02 0.10 -0.04
0.06 0.04 0.04
0.06 -0.01 0.11
-0.01 -0.01 -0.05
0.16 0.06 0.08
-0.45 -0.71 -0.10
1.03 0.46 0.09
-0.82 -0.01 0.54
-0.45 -0.97 -0.77
0.43 1.19 0.79
0.26 -0.48 -0.11
-0.81 -0.55 0.06
0.10 0.60 -0.36
0.49 0.25 -0.08
-0.08 -0.80 0.40
0.09 0.48 -0.25
0.40 0.35 0.20
-0.26 0.18 0.36
-0.06 0.19 0.22
0.08 -0.09 0.02
-0.08 -0.12 0.02
-0.01 -0.04 0.13
-0.06 0.07 -0.01
0.00 0.02 -0.10
-0.11 0.02 0.07
-0.03 0.07 0.11
0.14 -0.07 -0.14
-0.08 -0.08 -0.15
0.03 0.05 0.04
0.03 0.07 -0.07
0.04 -0.05 0.04
-0.07 0.03 -0.09
0.02 0.08 -0.03
0.06 0.05 0.03
0.04 -0.02 0.07
-0.04 -0.11 0.03
0.02 0.09 0.00
0.03 -0.11 0.01
0.13 0.06 0.03
-0.20 -0.08 0.04
-0.26 -0.01 0.00
0.11 -0.20 0.09
0.15 0.08 -0.04
0.07 -0.07 -0.12
0.01 -0.09 -0.13

=====

Entry 4:
Entry from the OMol25 dataset: C16H19AuN6OSSe as an isolated structure (ωB97M-V/def2-TZVPD).

Summary:
E_LUMO (spin up / spin down), eV: -0.443 / -2.550
Max |F|, eV/A: 0.42
HOMO (spin up / spin down), eV: -8.091 / -8.139
ΔE to the lowest compared entry with this formula, charge and spin, kcal per mole: 4.8
Orbital gap (spin up / spin down), eV: 7.648 / 5.589
Spin multiplicity: 3

Atoms and positions in Å:
1 Au 0.5005 -0.2174 0.3775
2 Se 0.9630 -1.8169 2.0262
3 C -3.7441 2.4895 3.1788
4 C -3.3671 1.0907 2.8251
5 C -3.3938 0.0270 3.6879
6 C -3.0165 -1.2289 3.1968
7 N -2.5982 -1.4105 1.9495
8 C -2.5358 -0.3649 1.1333
9 S -1.8864 -0.4358 -0.4615
10 N -2.9799 0.8484 1.5601
11 C -3.0303 -2.4455 4.0655
12 H -3.7153 2.6278 4.2568
13 H -4.7550 2.7007 2.8255
14 H -3.0755 3.1983 2.6922
15 H -3.6898 0.1633 4.7172
16 H -2.8740 1.6392 0.9234
17 H -3.3295 -2.2188 5.0859
18 H -2.0338 -2.8892 4.0575
19 H -3.7073 -3.1882 3.6422
20 O -0.4572 1.5598 2.2885
21 C 0.3546 2.0619 3.0610
22 C 1.0517 3.3631 2.7675
23 C 2.4646 3.0875 2.2141
24 C 3.1992 1.9543 2.9337
25 C 3.1819 2.0540 4.4595
26 C 1.7745 1.9252 5.0966
27 N 0.7328 1.4351 4.1996
28 H 1.1173 3.9591 3.6801
29 H 0.4618 3.9181 2.0417
30 H 3.0409 4.0124 2.2721
31 H 2.3800 2.8272 1.1572
32 H 4.2367 1.9356 2.5963
33 H 2.7646 0.9957 2.6358
34 H 3.6140 3.0089 4.7682
35 H 3.8297 1.2724 4.8599
36 H 1.4582 2.8884 5.4973
37 H 1.8046 1.2347 5.9370
38 H 0.3960 0.4904 4.3050
39 N 0.7574 1.5000 -0.8280
40 C 0.2636 2.5483 -0.7613
41 C -0.4268 3.7437 -0.6555
42 C 0.2377 4.9935 -0.6056
43 N 0.7730 6.0136 -0.5586
44 C -1.8238 3.6204 -0.4740
45 N -2.9535 3.4463 -0.2987

Force components x, y, z for each atom (eV/Å):
0.04 -0.38 0.17
-0.02 0.08 -0.16
0.00 -0.05 -0.07
-0.04 0.06 -0.16
0.03 -0.11 0.04
-0.01 0.03 0.03
-0.02 0.02 -0.07
-0.01 0.18 0.11
0.19 -0.10 0.04
-0.04 0.02 0.10
0.03 0.00 -0.05
0.00 0.00 -0.01
0.00 0.00 -0.01
0.03 0.00 0.00
-0.01 0.00 0.00
-0.05 0.07 -0.16
-0.01 0.00 0.01
0.00 0.00 0.03
-0.02 0.02 0.00
-0.21 0.02 0.16
0.20 0.06 -0.02
0.04 0.06 0.07
-0.05 -0.06 0.00
-0.05 0.05 0.05
-0.05 -0.06 -0.05
0.01 0.01 -0.11
0.04 0.01 0.00
0.01 0.02 -0.02
-0.02 -0.01 0.01
0.00 0.01 -0.01
0.02 0.04 0.00
0.00 -0.01 -0.01
0.03 -0.01 -0.02
0.02 -0.01 0.01
0.00 0.01 0.01
-0.02 0.00 0.04
0.00 0.01 0.03
-0.03 0.01 0.00
-0.03 -0.09 -0.22
-0.08 0.28 0.05
-0.05 -0.03 -0.06
-0.08 -0.09 0.02
0.05 0.01 0.04
0.15 0.01 -0.03
-0.02 -0.09 0.18

=====

Q: Look up the max |F| of the first one.
A: 4.43 eV/A

=====

Q: Which of these has the lowest max |F|?
A: C16H19AuN6OSSe

=====

Q: Which of these has the lowest max |F|?
A: C16H19AuN6OSSe